Entry from the Open Molecules 2025 dataset: 3 unconnected molecules or ions with the total composition C2H6N4S at a distorted geometry (ωB97M-V/def2-TZVPD).

Output
M	118.16	g/mol
net charge	0
Kohn-Sham gap	8.31	eV
HOMO level	-8.53	eV
strongest force on any atom	5.7	eV Å⁻¹

Geometry as XYZ:
```
13
Properties=species:S:1:pos:R:3:forces:R:3:nbo_charge:R:1
C -1.3063 0.1463 0.1543 -2.28 2.53 -1.00 0.223
C 0.9301 -1.3782 -0.7069 2.38 -3.00 0.51 -0.131
H 1.2605 0.7894 1.2275 -2.38 2.62 -4.48 0.432
H 1.4674 1.4223 -1.0313 -2.26 0.20 4.88 0.336
H -1.0109 2.2056 -0.4778 -0.68 -1.00 -0.24 0.428
H -1.0220 -0.8469 1.7823 0.34 -0.87 -0.29 0.408
H 1.7527 -2.2300 -0.7942 -1.83 1.86 -0.50 0.202
H 0.7986 -0.6922 -1.4919 -0.42 1.03 -0.84 0.173
N 0.7702 1.6088 0.2233 1.73 -2.35 -1.63 -0.694
N -0.6838 1.2887 -0.1737 3.26 1.45 0.07 -0.449
N -0.4888 -0.4846 1.0023 2.58 -4.00 0.97 -0.539
N 0.4060 -1.4853 0.4232 -1.23 0.91 2.73 -0.229
S -2.8736 -0.3439 -0.1373 0.79 0.64 -0.19 -0.159
```
Positions in Å, forces in eV/Å.